272
Properties=species:S:1:pos:R:3:forces:R:3 method="wB97M-V/def2-TZVPD" e_lumo_ha=0.0149 e_homo_ev=-8.299 energy_ev=-125816.8781 relative_energy_kj_mol=0.00 gap_ev=8.70
C 0.23869 2.12828 5.33820 0.8551 0.5087 -0.4417
C 1.11959 0.99637 5.83361 0.2271 -0.6349 -0.0076
C 1.49839 1.15294 7.30573 -0.5108 -0.1158 0.1833
O 2.30354 0.06447 7.71331 -0.2186 -0.0544 -0.2190
C 2.24230 -0.20062 9.09281 0.6301 0.5593 0.3059
N 0.43472 -0.28922 5.60897 -0.0755 -0.1139 0.6219
H 0.17334 2.06133 4.25050 -0.2626 -0.1600 0.0262
H 0.75020 3.08077 5.51712 -0.2429 0.0598 0.1863
H -0.76356 2.15330 5.76277 0.0260 -0.1369 0.1470
H 2.04134 0.95619 5.24462 -0.0153 0.1633 -0.0879
H 0.53313 1.12557 7.84047 0.1394 0.0657 0.2376
H 2.00406 2.08732 7.57582 -0.0642 0.1455 -0.2883
H 2.66913 0.61931 9.69159 -0.0358 0.1002 -0.1851
H 2.89598 -1.05295 9.26884 -0.3676 -0.2502 0.0883
H 1.21667 -0.32495 9.45296 -0.0094 -0.3948 -0.1400
H 1.07613 -1.08061 5.71600 0.1593 0.4147 -0.1940
H -0.19130 -0.41454 6.40660 -0.2791 0.0246 -0.2661
C 5.66161 3.74749 1.51656 -0.0535 0.9543 0.1603
C 5.45992 2.99267 2.82833 0.6802 -0.0951 -1.0890
C 3.95882 2.89936 3.13010 0.8535 0.0593 0.2456
O 3.35072 4.13167 3.43821 -0.3980 -0.1357 -0.0497
C 3.59803 4.57689 4.74837 0.2377 0.1048 0.1255
N 6.05532 1.66230 2.66295 -0.7358 -0.5084 0.6140
H 6.70731 3.93346 1.26722 0.0838 -0.5321 0.0285
H 5.24859 4.76083 1.57926 -0.2975 -0.1733 0.0681
H 5.15632 3.23828 0.69446 0.1374 -0.0811 -0.0575
H 6.08413 3.48266 3.58098 -0.5242 0.1206 0.3046
H 3.82232 2.15080 3.92234 -0.2757 0.0639 0.0930
H 3.50687 2.53437 2.20575 -0.1872 -0.0809 0.1004
H 3.12832 5.55351 4.84642 0.0577 0.0261 0.0138
H 4.67310 4.66619 4.93652 -0.0353 0.1122 0.0519
H 3.18346 3.91677 5.52244 -0.0821 -0.1561 -0.1819
H 5.53260 1.09514 1.99202 0.2693 0.4505 -0.3990
H 5.85562 1.12757 3.50832 0.4068 0.0442 0.2854
C -2.57279 5.24076 -5.94683 0.2944 -0.3004 0.4798
C -1.19034 4.81766 -6.42282 0.3583 0.6770 -0.9318
C -0.93646 3.35108 -6.13051 -0.1733 0.7428 0.0927
O -0.77473 3.19483 -4.72119 0.0411 -0.2396 -0.5574
C -0.52780 1.84417 -4.38830 -0.1473 0.1838 0.5371
N -1.11713 5.01906 -7.89159 -0.0498 -0.1492 0.0976
H -2.79510 6.28436 -6.16253 0.0686 0.0059 -0.1257
H -2.62685 5.10082 -4.86305 -0.1456 0.0340 -0.0320
H -3.31178 4.60043 -6.43167 -0.0872 0.1058 -0.0146
H -0.40359 5.45381 -5.99903 -0.1100 -0.3243 0.6011
H -0.03449 2.99890 -6.64802 0.0323 -0.0054 0.0407
H -1.81578 2.83608 -6.54025 0.2958 -0.1761 0.4423
H -1.42093 1.25850 -4.58109 -0.0573 -0.2907 -0.1234
H -0.34120 1.79241 -3.31328 0.0885 0.1035 -0.0138
H 0.33773 1.43119 -4.91654 -0.0351 0.0122 -0.1308
H -0.36528 4.46650 -8.29096 0.0109 -0.0100 0.0513
H -0.84658 5.98290 -8.04833 -0.1516 0.0115 -0.1651
C -2.39106 5.05571 -1.50605 -0.1897 0.1550 -0.6360
C -1.01732 4.60451 -1.08618 0.7267 -0.1763 1.0013
C -0.94780 3.21750 -0.44203 -1.4464 -0.3585 -0.3007
O 0.33337 2.88845 0.04375 0.2194 0.1116 -0.2379
C 0.90340 3.78704 0.98724 -0.8103 -0.2491 0.1871
N -0.00380 4.69670 -2.15429 -0.2497 -0.4776 0.1147
H -2.31412 6.08785 -1.85717 -0.0305 -0.1084 -0.2631
H -3.18553 5.07354 -0.75778 0.3534 -0.2941 0.3863
H -2.74677 4.41720 -2.32140 -0.0183 0.1342 -0.1039
H -0.64659 5.25392 -0.28455 -0.3793 0.3593 -0.1544
H -1.23025 2.44232 -1.16815 0.4663 0.0552 -0.2334
H -1.76125 3.07579 0.29194 0.4169 0.3746 0.5004
H 1.88191 3.38700 1.22510 0.1090 0.2318 -0.0009
H 0.28699 3.81232 1.89662 0.1196 -0.0902 0.0777
H 0.94522 4.81404 0.62554 0.4308 -0.0570 -0.1402
H 0.60614 3.91494 -1.91948 0.5181 0.3630 -0.1795
H -0.38396 4.40816 -3.05478 -0.3188 0.1940 0.0744
C 8.23421 0.73567 -1.94474 0.1178 -0.3015 -0.0805
C 7.45012 0.75692 -0.64383 -0.0824 0.1534 0.5676
C 6.59521 -0.48722 -0.46423 0.2860 -0.3889 -0.1660
O 5.84503 -0.37965 0.73644 -0.0656 -0.0654 0.0728
C 5.08527 -1.52018 0.98295 -0.8358 -1.4273 -1.2011
N 8.36137 1.00098 0.47826 0.0411 -0.2271 0.1514
H 8.95417 1.55051 -1.91653 -0.0586 0.0677 -0.1542
H 7.60048 0.79200 -2.82453 -0.0788 0.2651 0.0508
H 8.79328 -0.19720 -2.07334 0.0531 -0.0026 0.2513
H 6.75878 1.60765 -0.63543 0.0660 0.0625 -0.2070
H 7.21874 -1.39220 -0.39173 0.1928 0.1147 -0.0135
H 5.95833 -0.64317 -1.34308 -0.1776 0.0512 0.1269
H 4.49275 -1.47760 1.89290 0.3037 0.4051 0.1823
H 5.62997 -2.47824 0.95825 0.6278 0.3977 0.4760
H 4.38784 -1.72147 0.14735 -0.2398 0.4695 0.1202
H 8.82670 0.13008 0.72335 0.1284 0.0651 -0.0945
H 7.83371 1.25707 1.31136 -0.0990 0.0150 -0.0881
C 4.95224 -2.22754 -5.06957 0.4771 0.1382 -0.3669
C 4.50772 -0.88757 -4.50303 0.0238 -0.3820 -0.1567
C 3.32704 -0.99866 -3.56672 -0.5488 0.7115 0.2868
O 2.17266 -1.56875 -4.14510 0.3368 -0.7138 -0.2288
C 1.07386 -1.39926 -3.27794 0.3490 0.8206 -0.2018
N 5.60481 -0.27117 -3.74539 -0.2616 0.4064 0.3674
H 5.61541 -2.00153 -5.91037 0.0088 -0.3196 -0.0376
H 4.14678 -2.86946 -5.42305 -0.2023 0.2832 -0.0604
H 5.53287 -2.80393 -4.34723 -0.0435 0.1695 0.1813
H 4.21880 -0.20655 -5.31384 -0.2674 -0.3003 -0.1675
H 3.07589 0.04277 -3.31092 0.0171 -0.0776 0.2338
H 3.54922 -1.53996 -2.63639 0.3553 0.0414 -0.0385
H 0.23514 -2.00587 -3.61031 -0.0263 0.0181 -0.0452
H 0.84216 -0.32426 -3.31246 -0.4728 -0.1242 0.1861
H 1.31683 -1.62589 -2.23330 0.0812 -0.2552 -0.0604
H 6.33235 0.08192 -4.35772 -0.0188 -0.3468 -0.2444
H 5.24427 0.58408 -3.31219 0.0355 -0.1699 -0.0674
C -1.54517 -0.64738 -1.22972 -0.3504 -0.2972 -0.6321
C -0.72632 -1.31616 -0.13846 0.3045 1.1929 0.4524
C 0.16287 -0.22801 0.48477 0.4168 -0.5321 -0.4329
O 1.22889 -0.79240 1.25575 -0.4408 -0.2047 0.1687
C 2.16590 0.17935 1.63797 0.7944 0.1513 -0.2961
N -1.67556 -1.89551 0.78980 0.4372 -0.6523 -0.4116
H -0.95730 -0.14656 -2.00117 0.1290 -0.0312 0.1019
H -2.25935 0.07841 -0.83219 0.1680 0.0235 0.2727
H -2.15475 -1.40937 -1.72464 0.0408 -0.0181 -0.0290
H -0.00269 -2.01877 -0.56482 -0.4325 -0.4621 0.0283
H -0.44284 0.41060 1.13558 0.0598 0.3355 -0.2319
H 0.65187 0.30294 -0.34046 -0.2807 0.4950 0.1301
H 1.73221 1.17017 1.79540 -0.2472 -0.1253 0.1374
H 2.93297 0.27859 0.85596 -0.0975 0.1391 -0.0482
H 2.71452 -0.13357 2.53002 -0.3210 -0.0882 0.1601
H -1.21997 -2.25079 1.62566 -0.2236 0.1308 0.1066
H -2.38156 -1.19279 1.00107 -0.0435 -0.1207 0.2382
C -3.77620 -1.19263 3.51870 -0.4626 0.4333 0.1439
C -4.19569 0.10206 2.80069 0.2213 -1.6799 -0.1048
C -3.29457 1.26491 3.13526 0.2909 0.1307 0.2430
O -3.68235 2.34011 2.30607 -0.0154 0.2032 -0.2866
C -3.22340 3.60368 2.72310 -0.1783 -0.1046 0.4064
N -4.09884 -0.17334 1.34688 -0.4006 1.4513 0.5111
H -4.09507 -1.16336 4.56430 0.3900 0.0172 0.0880
H -2.70539 -1.36237 3.40818 0.0225 -0.0847 0.1947
H -4.30458 -2.04451 3.08306 0.0648 0.0223 -0.1536
H -5.22479 0.33359 3.10812 0.0156 0.2298 -0.0728
H -2.23259 1.01210 2.99243 -0.0569 -0.0974 -0.3580
H -3.35016 1.53094 4.20084 -0.3859 0.0484 -0.0216
H -3.71224 3.85926 3.67140 0.2140 0.1249 0.0673
H -3.51259 4.35385 1.98932 -0.0155 -0.1321 -0.1504
H -2.13523 3.62811 2.84685 0.0195 -0.0282 0.0237
H -4.36865 0.73355 0.96039 0.2008 -0.3055 -0.6982
H -4.81369 -0.83459 1.05739 0.2176 -0.0809 0.0945
C -7.14789 2.45478 -0.13201 0.2694 -0.7017 0.6419
C -6.27044 3.47860 -0.82630 -0.0984 0.2434 -0.0517
C -5.61498 2.87251 -2.05958 -0.3756 0.5254 -0.6977
O -4.96357 1.67832 -1.74576 -0.0369 0.0003 0.1986
C -4.15211 1.11025 -2.75999 -0.1668 -0.4690 0.6626
N -7.07886 4.65797 -1.15276 0.1234 0.4870 -0.8040
H -7.74821 1.85805 -0.82533 -0.0973 0.2978 -0.1830
H -7.79826 2.90204 0.61832 -0.0392 0.2190 -0.1694
H -6.53959 1.71968 0.40494 0.1247 0.0948 -0.0952
H -5.48644 3.84655 -0.15790 -0.0429 -0.2697 0.1865
H -4.95611 3.60082 -2.55450 0.2612 -0.0188 0.2657
H -6.42816 2.72940 -2.79676 0.0565 -0.3824 0.0266
H -4.63424 1.07116 -3.73824 0.0563 0.3326 -0.0635
H -4.02257 0.07908 -2.43521 0.1766 -0.0448 -0.2007
H -3.16130 1.57529 -2.75831 -0.0674 0.2062 -0.3817
H -7.61228 4.51142 -2.01013 -0.2469 -0.3796 0.2694
H -6.48243 5.43111 -1.44271 0.1651 -0.0475 0.3723
C 0.94042 -4.49736 2.32059 0.7597 -0.1596 -0.6262
C 0.79738 -3.66418 3.57351 -0.8166 0.8824 0.2249
C 2.15597 -3.31009 4.17769 0.4003 -0.5485 -0.7080
O 2.12127 -2.77832 5.49266 -0.3598 -0.2987 -0.1392
C 1.59882 -3.66643 6.46866 0.4434 0.2957 0.3671
N -0.01835 -2.48241 3.26441 0.0286 0.4034 -0.2639
H 1.45462 -5.44479 2.49871 -0.2049 -0.0585 0.1670
H 1.56883 -3.98638 1.57832 -0.0267 0.2083 0.1470
H 0.00089 -4.68510 1.80352 -0.1855 -0.0169 0.3334
H 0.18983 -4.19522 4.31066 0.2506 -0.3835 -0.0724
H 2.64656 -2.56152 3.54837 -0.1906 0.2133 0.0859
H 2.82637 -4.18352 4.10097 -0.1267 -0.0751 0.4793
H 1.56767 -3.10552 7.40352 -0.0998 0.0661 -0.0434
H 2.27929 -4.50645 6.63780 -0.1157 -0.1677 -0.2206
H 0.59524 -4.00902 6.22527 0.0079 -0.1055 0.0256
H 0.42216 -1.88534 2.55248 0.1866 -0.4604 0.3042
H -0.13955 -1.84725 4.04869 0.0624 -0.2409 0.2145
C 4.52919 4.66083 -4.25028 0.1978 0.1758 0.7267
C 3.26537 3.82278 -4.28356 -0.2114 -0.5142 -0.0264
C 2.97424 3.18872 -2.91324 1.2407 0.8368 -0.6195
O 4.07303 2.35328 -2.56000 -0.5287 -0.0979 0.4837
C 3.77847 1.65727 -1.36756 0.9699 -0.9281 0.3869
N 2.14282 4.63310 -4.73414 0.2726 0.0404 -0.3801
H 4.33072 5.60082 -3.72099 -0.1203 0.0827 -0.2331
H 4.93796 4.87996 -5.23322 -0.1425 0.0169 -0.0698
H 5.29877 4.18915 -3.63668 0.0259 -0.2474 -0.2475
H 3.40815 2.99275 -4.98726 -0.0394 0.0657 -0.0622
H 2.03583 2.62688 -2.94683 -0.0391 -0.0350 0.1643
H 2.94928 4.03692 -2.21634 -0.4886 -0.2426 0.3276
H 3.61601 2.27697 -0.47973 -0.5994 0.3715 -0.3634
H 4.64807 1.06071 -1.05853 -0.0076 0.1450 -0.4359
H 2.99142 0.91889 -1.54391 -0.4081 0.3455 0.3363
H 2.09102 5.48861 -4.19499 -0.1826 -0.0586 0.0931
H 1.26032 4.14253 -4.66717 -0.0703 0.0392 0.1121
C 6.09546 -2.74192 5.98221 -0.0066 0.5578 -0.0557
C 5.50953 -1.45279 6.55499 -1.5081 -0.5992 -0.1144
C 6.52534 -0.38482 6.86656 0.1615 0.0586 -0.9529
O 7.38117 -0.82256 7.89360 -0.1166 0.1674 0.1751
C 8.13831 0.23463 8.43395 0.0048 0.0102 0.5135
N 4.45119 -0.96179 5.61619 0.6365 -0.0159 0.4669
H 6.71519 -3.21915 6.73863 0.3002 -0.0618 -0.2898
H 6.62590 -2.48029 5.06183 0.3930 -0.1553 0.2123
H 5.32589 -3.44698 5.65991 -0.2074 0.0731 0.2948
H 4.96343 -1.69017 7.48123 0.4857 -0.1110 0.2525
H 6.01832 0.56996 7.07250 -0.0237 -0.1419 0.4470
H 7.12176 -0.19208 5.96181 0.0213 0.0070 -0.0703
H 7.55605 0.80320 9.17152 -0.1386 0.1040 -0.2186
H 8.50421 0.91792 7.66290 0.0750 -0.0507 -0.0366
H 8.97491 -0.18562 8.99153 0.0830 -0.0990 -0.2227
H 3.85171 -1.78166 5.51489 -0.0056 0.3309 -0.2604
H 3.86961 -0.35321 6.19006 -0.0347 0.1496 -0.2261
C -5.07807 -6.08984 0.93331 -0.3642 -0.3612 0.2598
C -4.34737 -4.84238 1.37099 -0.1927 0.7369 -0.4894
C -3.04671 -5.18992 2.09337 -0.1419 0.2273 -0.0467
O -3.23095 -5.87233 3.31440 -0.2758 -0.4614 -0.1600
C -3.96281 -5.19872 4.30981 0.6154 0.1569 0.1942
N -4.01901 -3.99142 0.21296 0.6616 -0.3449 0.1372
H -5.29703 -6.74265 1.78389 0.0865 0.0333 0.0244
H -4.46895 -6.65572 0.22601 -0.0087 0.0774 -0.0620
H -6.03805 -5.85496 0.46929 0.0958 0.0871 -0.1329
H -4.99932 -4.23841 2.02162 0.0619 -0.3319 0.3170
H -2.43283 -4.28717 2.23096 -0.1373 0.0753 0.1843
H -2.46606 -5.87035 1.46565 -0.0220 -0.0163 -0.0409
H -3.41828 -4.28526 4.58963 -0.1984 0.0534 0.1250
H -3.98237 -5.88541 5.15525 -0.0561 0.1382 0.0935
H -4.99242 -4.93247 4.05365 0.0509 -0.1168 -0.2309
H -3.18681 -3.46119 0.47041 -0.0416 0.2600 -0.3525
H -4.74748 -3.30848 0.02506 0.0480 -0.3449 0.2115
C -4.95262 0.67136 -7.21762 -0.6530 0.5561 0.2731
C -3.51203 0.87997 -6.76962 -0.2978 -0.5071 -1.6869
C -2.90433 -0.40691 -6.23018 0.4210 0.4894 0.7272
O -3.70298 -0.98392 -5.23522 -1.0327 -0.5374 -0.2398
C -3.10929 -2.14459 -4.68022 1.6362 1.7031 1.2509
N -2.77196 1.30157 -7.98532 0.5658 -0.3697 0.2183
H -5.26442 1.51867 -7.83139 0.1304 0.0274 -0.0245
H -5.66277 0.63352 -6.38884 0.1846 -0.2105 0.0944
H -5.10211 -0.22582 -7.82045 0.2683 -0.1133 0.0766
H -3.42921 1.73785 -6.10220 -0.1746 -0.2863 0.4628
H -1.94274 -0.14226 -5.77703 0.3302 -0.2041 -0.1415
H -2.68675 -1.11029 -7.04504 -0.2507 -0.0055 -0.0959
H -2.67303 -2.81466 -5.41766 -0.5723 -0.3640 -0.0628
H -3.68938 -2.55582 -3.85817 -0.6829 -0.4281 -0.6892
H -2.25214 -1.74821 -4.09939 0.3066 -0.3939 -0.2467
H -1.78514 1.38438 -7.75020 -0.0113 0.1581 -0.0361
H -2.76167 0.53431 -8.65450 -0.3626 0.0420 -0.0669
C -8.54339 -3.60041 0.99433 0.7327 0.3725 0.4102
C -8.44252 -2.07709 1.04361 -1.4743 0.7209 0.1306
C -7.02476 -1.54531 1.05333 -0.4732 -0.3438 0.5462
O -6.22962 -2.10654 0.03233 -0.0443 0.6876 0.2578
C -6.15797 -1.37389 -1.17482 0.2030 -0.5360 -1.2049
N -9.23600 -1.49063 -0.03888 0.6145 -0.0420 -1.0920
H -9.50932 -3.90554 1.39047 -0.0786 -0.2147 -0.2940
H -7.76425 -4.03099 1.63154 -0.1270 -0.0571 0.0935
H -8.34925 -3.96219 -0.01244 -0.2746 -0.0147 -0.0662
H -8.91978 -1.71702 1.96948 0.4854 -0.2843 0.3736
H -6.60592 -1.81015 2.03215 0.2323 -0.4175 -0.2061
H -6.99708 -0.44898 1.09586 -0.1211 0.0469 -0.6041
H -6.83764 -1.75088 -1.94749 -0.4603 0.0157 0.4068
H -5.18339 -1.58912 -1.62377 0.1972 0.2579 0.3423
H -6.29831 -0.29726 -1.08185 0.1118 0.0054 0.3318
H -8.98870 -0.54830 -0.29966 0.0114 0.0588 0.2390
H -10.23721 -1.58472 -0.00784 0.0072 -0.1754 0.3497
C -0.62079 -6.39797 -6.40658 0.1043 -0.8573 0.5662
C -0.63914 -5.18577 -5.49724 0.4414 -0.0556 0.0332
C -0.99490 -5.61369 -4.07094 0.0795 0.2316 -0.4817
O -1.14624 -4.49290 -3.22295 0.1337 -0.2685 -0.2332
C -1.37235 -4.88522 -1.87902 -0.8235 0.9614 0.1437
N 0.67490 -4.52275 -5.53339 -0.4994 0.3065 0.1511
H -1.62046 -6.81433 -6.54208 -0.0321 0.2082 -0.2602
H -0.06654 -7.20943 -5.91383 0.1181 0.1019 -0.0467
H -0.12111 -6.22477 -7.35624 -0.2115 0.2556 -0.0844
H -1.39361 -4.49649 -5.88438 0.0885 0.1876 0.1671
H -0.13478 -6.20933 -3.73405 -0.2534 -0.3144 0.1730
H -1.92698 -6.19349 -4.07176 0.1217 -0.1930 0.1155
H -0.45793 -5.14175 -1.33868 0.0730 -0.2174 -0.1627
H -2.14545 -5.65511 -1.79764 0.2832 -0.3081 -0.1258
H -1.84720 -4.02429 -1.40564 0.2979 0.0271 0.2044
H 1.41727 -5.18843 -5.34225 -0.0847 -0.1375 -0.0521
H 0.68638 -3.87463 -4.75029 0.2504 0.1593 -0.1620